Density functional theory data (ωB97M-V/def2-TZVPD) for a structure of composition C56H97IN2O16P in a non-equilibrium geometry.

Each line ends with the Mulliken charge.
Element x y z (Å)
C -3.74321 6.47537 0.34815  0.82
H -1.05272 -1.46244 0.29131  0.41
C 0.03258 1.72307 0.35604  2.33
O 1.50581 -9.58559 -3.50006  -0.57
H -2.01047 1.96403 -0.37289  0.66
H -4.78494 -6.36926 -3.57568  0.06
H 3.93972 -11.02976 -4.71575  0.36
C 0.68202 -6.40622 -1.15015  0.93
H 1.88583 3.45213 -1.63147  0.01
H 4.39145 9.06398 2.35074  0.32
H 3.21610 1.20451 3.01734  0.39
H -0.34088 1.30173 3.85200  0.71
H -5.28952 -3.76472 -3.97767  0.23
C 3.12550 -10.38343 -5.04598  -1.18
C -2.19790 -7.70150 -6.65381  -1.22
H 0.96934 -12.23366 -4.97874  0.34
H -8.91669 -1.29824 1.55120  0.34
H -6.00181 -7.27927 -2.67549  0.30
C 1.51180 2.26670 0.25072  0.84
H -0.91992 -6.63821 -4.34825  0.24
H 1.23667 8.26037 -0.74994  0.43
H -1.81606 -4.81009 1.46943  0.38
C -9.39524 1.48819 1.74018  -1.21
O -3.45168 5.74159 -0.57291  -0.53
H 0.67663 4.33039 0.13716  -0.15
H -10.35498 1.54872 1.22542  0.33
H 3.89951 2.66269 2.12469  0.51
H 3.94349 4.11314 5.98159  0.22
C 4.74618 3.48628 6.36610  -1.12
C 0.16159 4.32285 4.35490  -1.16
C -1.76029 -0.84188 -1.60769  -0.05
C 1.28211 7.18431 -0.61250  -0.70
H -1.49045 -5.24862 3.18055  0.36
C 3.62832 2.48481 -1.15317  0.26
C 2.45082 4.60478 1.11842  -1.51
H -6.84537 -4.17575 -4.75083  0.45
H 1.18683 -8.36206 -1.83634  -0.07
H -0.87368 4.76771 -2.90474  0.33
H 3.86232 7.67455 3.31394  0.15
H 0.49301 -11.86598 -3.31085  0.29
H 5.55047 1.20239 7.85182  0.37
H 6.52881 8.32669 5.96799  0.32
O -0.25573 4.21162 -2.41295  -0.41
H -5.65859 5.57338 0.59599  0.31
H 2.99690 4.33752 2.01215  0.03
C -5.96240 -0.33710 -1.83797  -1.08
H -8.02143 -1.21469 0.02695  0.02
H -0.20372 -5.19324 1.92054  0.31
H -6.78629 0.18823 -2.30857  0.46
C -6.45219 -5.21206 -2.90870  0.81
H -1.87501 7.50071 0.24983  -0.02
H -9.00801 2.49440 1.88415  0.30
O -3.72961 -7.79650 -4.83816  -0.54
N -0.26234 1.93881 1.83829  -0.61
C 7.15908 1.77220 -0.63583  -0.66
C 1.94348 -10.52965 -4.12173  0.82
H -3.23768 8.52172 0.73837  0.43
H -6.32530 -6.79351 -4.34916  0.33
C 1.33007 -11.90123 -4.00433  -1.14
C -5.84905 -6.49609 -3.41486  -0.79
C -1.86703 -2.35588 2.71395  -1.12
C 0.39977 3.35447 2.06768  -0.21
H 6.23510 1.07203 6.21359  0.35
C 2.29347 6.87269 0.45773  0.45
H -1.69382 -6.76812 -6.90970  0.34
C 0.74064 -1.44744 2.66036  -0.20
O -7.38073 1.17495 0.52200  -0.49
C 2.09440 2.47781 -1.19609  -1.16
H 2.06994 -12.61050 -3.63099  0.36
H -1.16991 -1.64531 -2.05095  0.22
C 0.12419 0.28463 -0.18481  -1.60
C 4.32696 2.03848 6.30652  0.90
C -8.41698 0.68580 0.91780  0.83
H -1.53555 -8.54154 -6.86818  0.34
C 6.02117 7.79894 5.16393  -1.02
C 0.91929 3.64130 3.42376  -1.07
C 5.31803 1.01820 6.80219  -1.25
H -3.33211 -1.69618 -3.41236  0.34
H -0.41262 4.06784 1.96506  1.38
H 4.95481 3.77309 7.39746  0.43
C 3.26762 1.78190 2.09633  -2.17
H -1.97631 -0.00459 0.34809  0.09
H 0.97311 -8.21965 -0.07582  0.31
H -2.53798 7.35501 1.88828  0.31
C 9.43253 0.61070 -0.30770  -1.15
I -2.30025 2.42878 2.37785  0.44
H 0.61463 0.23474 -1.15237  0.83
H 5.63994 3.64207 5.75966  0.34
C 5.47237 8.80096 4.17256  0.65
C -1.19751 -0.51544 -0.22531  -1.43
O 8.86892 2.66476 0.74963  -0.56
H -9.73424 -0.76980 0.06103  0.32
H 1.18048 0.97888 3.16568  -0.02
H 2.83944 -10.65283 -6.06362  0.35
O 5.62268 9.98855 4.33059  -0.55
H 1.33229 -3.46339 2.37156  0.38
H 5.38694 7.60232 2.39571  0.33
H -0.05369 5.38330 4.23642  0.27
H 6.73390 7.13618 4.66999  0.32
H 10.37536 0.73527 0.21941  0.32
H 2.44324 -7.58166 -0.83798  0.37
O -7.00296 -5.14359 -1.83160  -0.60
H 5.20688 7.20739 5.58709  0.23
O -4.85316 0.07227 -3.86899  -0.68
O -0.14594 1.74728 -3.06808  -0.79
C 0.48480 -2.80816 2.51290  -1.15
H 5.28815 2.80408 -2.55168  0.35
C -2.57737 -7.70202 -5.19322  0.62
C -5.07249 6.36987 1.04959  -1.20
H 1.58469 6.66636 -1.52060  0.25
H -3.09551 -7.79592 -7.26037  0.33
H 2.17117 -5.34652 -2.27237  0.42
H 1.76630 -1.09281 2.62425  0.39
H 3.08665 4.70985 0.24235  0.92
H -1.86128 -7.59032 -3.18379  0.34
C 4.73009 8.24640 2.98041  -0.74
C 2.54908 1.45703 0.99186  0.23
H 0.29928 6.85388 -0.28577  -0.09
C -0.28181 -0.50133 2.80475  -0.16
H 4.89257 0.02212 6.70442  0.31
O -0.17555 -6.01272 -0.38884  -0.51
C -2.78788 7.53363 0.84091  -0.81
C -1.11351 -4.73899 2.29901  -1.51
C -6.33999 -3.99763 -3.80042  -0.90
H 3.67107 2.13183 -3.32840  0.34
C -1.58251 -1.00086 2.85283  0.14
H -0.75684 -8.41192 -4.30168  0.12
H 1.89414 3.29230 3.76649  0.39
H -2.42535 -0.34002 3.00346  0.43
H 0.53868 -4.65723 -2.36771  0.05
C -8.79808 -0.74233 0.62015  -0.75
P -0.86846 2.72337 -2.26294  0.67
O 3.24040 1.71087 5.87888  -0.53
C 0.12488 0.94778 2.93613  -0.35
H 8.96930 -0.32473 0.01009  0.32
H 3.46781 -9.35104 -5.03658  0.29
H -6.33891 -1.23826 -1.35805  0.23
C -1.45267 -7.57784 -4.19258  -0.58
H -2.82206 3.64479 -2.46050  0.34
H -2.89160 -2.69873 2.74813  0.47
H 0.76663 -0.29258 0.47273  0.93
O -2.37369 2.84903 -2.78729  -0.55
H -3.15141 -2.30445 -0.75556  0.20
H -1.19888 3.46138 -0.10216  0.93
H 9.62883 0.57145 -1.38018  0.33
O 1.89427 5.92708 1.38351  -0.22
H -0.16520 3.81567 5.26028  0.28
H 6.61641 2.66240 -0.32052  0.14
H 4.11579 3.09582 -0.40285  0.30
H -4.92116 6.14111 2.10603  0.32
H 7.25749 1.78281 -1.72213  0.30
C 1.26601 3.71208 0.80774  1.04
C -4.89239 -0.58996 -2.85738  0.46
C 1.36889 -7.72939 -0.96320  -0.67
C 4.28173 2.42148 -2.48656  -1.00
N -3.94055 -1.56934 -2.61449  0.15
H 1.93173 1.65252 -1.88104  0.73
H -5.61750 0.31896 -1.03991  0.40
O 3.34923 7.39783 0.55734  -0.49
H -5.62050 7.30812 0.95618  0.38
H -6.81049 -3.14972 -3.30646  0.12
C -0.83090 -3.27150 2.51688  1.17
C -1.04025 2.44550 -0.47778  -1.82
C -3.17522 -1.40537 -1.37635  -1.23
C 8.52396 1.77301 0.01033  0.61
H 6.59645 0.89078 -0.32965  0.32
C 1.10877 -5.58458 -2.34315  -0.85
H -3.68073 -0.64854 -0.77305  0.28
H 0.92374 -6.14130 -3.26224  0.15
H -1.89270 0.01555 -2.26324  0.40
H -9.53664 1.01947 2.71514  0.34
O 4.25156 1.31034 -1.54525  -0.53
H 2.70892 0.45603 0.58696  0.87

Force components x, y, z for each atom (eV/Å):
C -0.023 0.028 0.012
H 0.072 -0.008 0.049
C 1.353 -1.877 -1.972
O -0.011 -0.057 -0.209
H 0.132 -0.355 -0.015
H 0.016 0.020 -0.170
H -0.037 -0.111 -0.118
C 0.022 -0.011 0.048
H -0.835 -0.167 -0.101
H 0.013 0.003 -0.006
H 1.545 -1.105 -0.570
H -0.063 0.453 -0.132
H -0.016 -0.033 -0.154
C -0.035 0.278 0.107
C -0.260 -0.015 -0.016
H 0.135 -0.100 -0.020
H -0.169 0.010 -0.012
H 0.009 -0.007 -0.007
C 1.308 3.373 -2.322
H 0.076 -0.082 -0.106
H 0.234 0.031 -0.318
H -0.242 -0.276 0.163
C 0.195 0.186 -0.043
O 0.172 -0.179 -0.033
H -0.211 -0.452 -0.332
H -0.064 -0.112 0.101
H -1.116 0.780 0.695
H -0.009 -0.004 0.012
C -0.258 0.009 -0.133
C 0.361 -0.361 -0.519
C -0.996 -0.662 0.656
C -0.267 -0.016 0.688
H -0.034 -0.005 0.051
C -0.749 0.868 -1.198
C -0.703 0.903 0.148
H 0.152 -0.046 -0.071
H 0.214 0.126 0.131
H 0.219 0.217 -0.079
H 0.074 -0.154 -0.055
H 0.003 0.007 0.002
H 0.145 0.069 -0.041
H -0.004 0.011 -0.007
O -0.547 -0.089 0.426
H 0.002 0.004 -0.007
H 0.225 -0.110 -0.128
C -0.130 -0.088 0.465
H 0.005 -0.030 -0.008
H -0.010 -0.370 0.240
H 0.007 -0.007 -0.175
C -0.123 -0.070 0.063
H -0.022 0.013 -0.012
H 0.004 -0.001 -0.011
O 0.244 -0.176 -0.180
N -0.608 1.222 1.181
C 0.075 0.193 0.206
C 0.019 -0.064 -0.013
H -0.030 0.006 0.168
H 0.190 0.046 -0.116
C -0.169 0.165 0.183
C -0.414 0.197 0.455
C 0.768 0.288 0.048
C 0.842 3.800 -1.162
H 0.078 0.088 0.124
C -0.541 0.124 0.221
H 0.143 -0.075 0.000
C -0.057 0.141 -0.131
O -0.031 -0.063 0.108
C 1.374 -0.468 0.574
H 0.023 -0.060 -0.153
H 0.279 0.369 -0.408
C -0.885 -1.383 1.405
C 0.014 -0.012 0.032
C -0.027 0.085 0.028
H 0.127 0.095 -0.001
C 0.082 0.201 0.101
C -0.184 -0.401 0.826
C -0.226 -0.165 -0.080
H -0.086 0.195 -0.146
H -0.277 -0.181 0.135
H 0.160 -0.003 -0.028
C -0.038 0.422 -0.375
H 0.014 0.060 0.044
H 0.000 0.025 0.011
H -0.118 0.131 0.051
C 0.139 0.140 0.157
I -0.290 -0.463 -0.243
H -0.136 0.614 -0.179
H 0.100 0.003 0.142
C -0.021 0.022 -0.025
C 0.123 0.219 -0.412
O -0.035 -0.011 0.036
H -0.080 -0.043 0.133
H 0.135 0.220 -0.583
H 0.073 -0.151 0.016
O -0.003 -0.003 0.024
H -0.124 -0.254 0.014
H -0.095 -0.132 0.032
H -1.762 -0.413 -0.809
H -0.101 -0.107 -0.007
H -0.005 0.015 0.003
H 0.024 -0.042 -0.179
O 0.033 0.060 0.026
H 0.032 -0.115 -0.088
O -0.169 -0.058 -0.624
O 0.126 -0.415 0.370
C -0.202 0.888 0.058
H -0.073 0.294 -0.576
C 0.019 -0.020 0.027
C -0.013 -0.259 -0.247
H -0.103 0.106 -0.161
H -0.006 -0.002 0.010
H 0.037 -0.116 -0.109
H 0.041 -0.067 0.030
H 0.322 -0.269 0.132
H -0.010 0.004 0.000
C 0.094 0.307 0.164
C -0.621 -0.566 0.792
H -0.045 -0.195 -0.195
C 0.324 -0.762 -0.537
H -0.010 0.007 0.002
O 0.029 0.046 -0.099
C 0.146 -0.154 -0.218
C 0.289 0.733 -0.661
C -0.133 0.075 0.194
H 0.156 0.679 -0.435
C -0.440 0.070 0.277
H 0.124 0.109 -0.045
H -0.688 -1.695 0.296
H 0.035 0.051 0.003
H -0.007 -0.009 0.009
C 0.264 0.068 -0.114
P 0.215 -0.175 -1.319
O -0.052 0.054 -0.198
C -0.233 -1.015 0.860
H -0.040 -0.035 -0.154
H -0.007 -0.001 0.006
H 0.163 -0.155 -0.069
C -0.231 -0.049 0.117
H -0.351 -0.165 0.009
H -0.052 -0.006 -0.009
H 0.184 0.195 0.007
O 0.192 0.551 0.568
H 0.062 -0.190 -0.203
H -0.109 0.010 0.012
H -0.101 -0.121 -0.016
O -0.204 -0.400 -0.228
H 1.610 0.734 1.013
H 0.027 0.011 0.011
H 0.234 -0.220 0.173
H -0.026 0.184 0.043
H -0.029 -0.199 -0.007
C 0.703 -2.076 1.540
C 0.131 0.457 -0.379
C -0.274 -0.048 0.190
C -0.089 -1.171 1.307
N 0.249 -0.248 0.594
H -0.683 0.192 -0.152
H 0.099 0.019 0.010
O 0.775 0.219 -0.236
H 0.044 0.045 0.163
H 0.014 0.010 -0.007
C -0.058 -0.461 0.272
C 0.435 1.188 0.305
C -0.080 0.312 0.318
C 0.036 0.070 0.005
H 0.002 -0.071 -0.188
C -0.192 0.207 0.108
H -0.203 -0.134 0.065
H 0.216 -0.050 0.017
H 0.491 0.023 -0.171
H -0.150 -0.065 -0.050
O 0.485 -0.510 0.374
H -1.199 -0.558 0.837

**Total charge**: +1
**LUMO**: -4.7 eV
**Gap between HOMO and LUMO**: 5.67 eV
**E_HOMO**: -0.379 hartree